ORCA calculation (the ωB97M-V functional and the def2-TZVPD basis) on a cluster of 12 separate species, C2H27O12 in total in a non-equilibrium geometry.

HOMO-LUMO gap: 8.6199 eV
E_HOMO: -6.1589 eV
charge: -1
ΔE to the lowest compared entry with this formula, charge and spin: 40.6 kcal/mol

Last column: Löwdin charge in e.
Geometry (Å):
1 O 0.5195 -3.1069 1.1556  -0.063
2 O 0.5215 -0.7559 -0.4104  -0.361
3 H -2.6105 -1.7619 1.4706  -0.014
4 H 1.1225 1.4811 -0.1534  0.007
5 O -1.2675 2.7161 1.6516  -0.008
6 H -0.7325 0.7221 0.1686  0.062
7 H -0.3145 -3.0989 1.6166  0.002
8 C 0.2925 0.0851 1.8436  -0.044
9 H -0.1525 1.4041 -2.5074  0.013
10 O 1.3925 2.3631 -0.3884  0.002
11 O 0.8085 -2.3959 -2.4864  -0.065
12 O 3.2645 -0.7289 -0.2474  -0.060
13 H -3.3735 0.6711 0.7886  -0.022
14 O 0.2395 0.5581 -2.6514  -0.051
15 H 0.6235 -1.7449 -1.7914  -0.018
16 O -3.4375 0.2671 1.6476  -0.030
17 H 3.4725 -1.2399 -1.0224  -0.007
18 H -2.1385 2.9571 1.6656  -0.021
19 O -2.8045 -2.6689 1.2386  -0.031
20 H 2.0295 3.7081 2.2756  -0.007
21 O -3.0625 0.7591 -0.9824  -0.029
22 O 2.8205 -0.7839 -3.2364  -0.062
23 H 1.8535 2.2821 -1.1834  0.042
24 C -0.4015 -0.2759 0.5216  -0.413
25 H 2.0885 3.2381 0.8736  -0.038
26 H 1.9765 -1.1469 -2.9404  -0.033
27 H 0.3075 0.2151 -1.7494  -0.042
28 H 0.3155 -2.4149 0.4916  -0.004
29 H -3.9545 0.9481 2.0346  0.029
30 H -2.3335 -2.8209 0.4546  0.003
31 H 3.2655 -1.5349 -3.5874  0.011
32 H -0.5145 0.3811 2.5356  0.086
33 H -1.1515 1.8101 1.3546  -0.024
34 H 0.9945 0.9061 1.7236  0.079
35 H -1.2905 -0.8559 0.5846  0.060
36 H 2.3185 -0.7819 -0.2074  -0.038
37 H -2.1275 0.5751 -0.8944  0.011
38 H 0.7815 -0.7309 2.2016  0.038
39 H 1.5805 -2.8649 -2.1744  0.042
40 O 2.6035 3.7061 1.5396  -0.067
41 H -3.5235 -0.0429 -1.2254  0.065

Force components x, y, z for each atom (eV/Å):
O -0.339 0.224 -0.471
O -0.631 -0.114 0.459
H -0.248 0.489 0.260
H 0.102 -0.856 -0.020
O 3.746 -0.187 0.227
H -0.484 0.054 -0.314
H -0.471 -0.457 0.716
C -2.565 1.458 -0.618
H -0.402 1.094 -0.208
O -1.398 0.892 1.551
O -0.114 -0.489 -0.771
O 1.417 0.090 0.569
H 0.511 -0.212 -1.609
O -0.133 0.035 -0.829
H -0.473 0.231 0.880
O 0.276 -0.500 0.402
H 0.257 0.021 -0.611
H -3.416 0.538 -0.127
O -1.008 -0.189 1.584
H -0.879 0.137 1.394
O -0.673 0.815 0.020
O 0.388 0.993 0.243
H 1.282 -0.421 -2.039
C 2.479 1.724 -0.914
H -0.019 -0.268 -0.602
H -0.455 0.107 -0.302
H 0.373 -0.930 0.763
H 1.015 0.016 -0.253
H -0.859 0.622 1.473
H 1.052 -0.465 -1.774
H 0.590 -0.852 -0.580
H 0.515 -0.012 0.202
H -0.484 0.117 0.089
H 0.002 0.043 -0.046
H -0.683 -0.737 0.483
H -1.558 0.080 0.207
H 0.402 -0.396 -0.279
H 1.476 -2.356 1.150
H 0.082 -0.380 0.330
O 1.118 0.410 -0.460
H 0.207 -0.370 -0.175